1:
11
Properties=species:S:1:pos:R:3:mulliken_charge:R:1 method="wB97M-V/def2-TZVPD" lumo_ev="-1.14 / -1.17" e_homo_ha="-0.271 / -0.285" gap_ev="6.2 / 6.6"
C -0.964 0.386 0.139 0.42
C 1.392 0.481 0.013 -0.73
N -2.066 -0.322 0.106 0.06
N 0.099 -1.471 -0.593 -0.85
N 0.201 -0.244 -0.139 0.54
P -3.473 -0.888 0.258 -0.09
S -1.026 1.987 0.708 -0.44
H 0.985 1.471 -0.152 0.28
H 1.824 0.372 1.053 0.24
H 2.047 0.078 -0.701 0.34
H 0.982 -1.851 -0.692 0.23

***

2:
11
Properties=species:S:1:pos:R:3:mulliken_charge:R:1 method="wB97M-V/def2-TZVPD" smiles="Cn1np[nH]c1=S" lumo_ev=-0.02 e_homo_ha=-0.294 gap_ev=8.0
C -1.477 -0.815 0.041 -0.96
N -0.121 -0.433 0.091 0.48
N 0.877 -1.280 -0.025 -0.61
P 2.360 -0.611 0.068 0.07
N 1.701 0.966 -0.023 -0.15
C 0.322 0.912 0.103 0.29
S -0.640 2.217 0.045 -0.46
H -1.644 -1.050 -0.941 0.39
H -1.558 -1.633 0.628 0.33
H -2.050 -0.042 0.252 0.37
H 2.229 1.767 -0.239 0.25

***

How do the energies compare? Relative to the most stable structure, in hartree: 1 0.1109; 2 0.0000.

***

1:
11
Properties=species:S:1:pos:R:3:mulliken_charge:R:1 method="wB97M-V/def2-TZVPD" smiles=CSS.SS lumo_ev=0.27 e_homo_ha=-0.328 gap_ev=9.2
C -1.440 0.758 0.298 -0.73
S -2.815 -0.200 1.015 -0.04
S -3.311 0.935 2.647 -0.22
H -0.521 0.228 0.520 0.27
H -1.574 0.881 -0.777 0.28
H -1.509 1.774 0.674 0.29
H -2.252 0.601 3.396 0.16
S 3.113 -0.648 -2.829 -0.17
S 3.186 -1.211 -0.857 -0.18
H 4.427 -0.678 -3.095 0.17
H 2.696 -2.440 -0.991 0.17

***

2:
11
Properties=species:S:1:pos:R:3:mulliken_charge:R:1 method="wB97M-V/def2-TZVPD" smiles=CSS.SS lumo_ev=0.38 e_homo_ha=-0.311 gap_ev=8.8
C -2.087 -0.100 0.450 -0.61
S -2.279 1.194 -0.923 -0.07
S -2.720 3.010 0.003 -0.20
H -2.129 0.295 1.447 0.30
H -1.105 -0.504 0.167 0.17
H -2.937 -0.831 0.387 0.26
H -3.976 2.741 0.207 0.15
S 2.888 -1.028 0.110 -0.16
S 3.146 -2.999 0.468 -0.15
H 2.394 -0.588 1.249 0.15
H 3.704 -3.341 -0.695 0.16

***

3:
11
Properties=species:S:1:pos:R:3:mulliken_charge:R:1 method="wB97M-V/def2-TZVPD" smiles=CSS.SS lumo_ev=0.03 e_homo_ha=-0.327 gap_ev=8.9
C 0.443 -0.955 -0.436 -0.73
S 1.692 -0.915 -1.736 -0.07
S 3.187 0.249 -0.788 -0.23
H 0.774 -0.490 0.493 0.33
H 0.209 -1.965 -0.098 0.36
H -0.431 -0.406 -0.764 0.16
H 4.151 -0.710 -0.677 0.17
S -1.889 2.209 1.063 -0.16
S -2.531 0.212 1.416 -0.19
H -3.017 2.862 1.437 0.17
H -2.590 -0.090 0.091 0.18

***

How do the energies compare? Relative to the most stable structure, in hartree: 1 0.0000; 2 0.0213; 3 0.0053.

***

1:
90
Properties=species:S:1:pos:R:3:mulliken_spin:R:1 method="wB97M-V/def2-TZVPD" lumo_ev="-7.90 / -10.20" spin_multiplicity=5 e_homo_ha="-0.488 / -0.530" s2=6.04 charge=+3 gap_ev="5.4 / 4.2"
Rh -0.443 1.261 -1.736 0.95
N 3.252 0.295 -2.879 0.00
C 1.822 -0.114 -3.070 0.02
C 1.439 -1.515 -2.630 -0.04
C -0.100 -1.647 -2.700 -0.01
N -0.783 -0.828 -1.642 0.03
C -0.638 -1.240 -4.077 0.02
C -0.119 0.104 -4.601 -0.02
N -0.727 1.250 -3.863 -0.04
C 1.404 0.136 -4.504 -0.06
H 3.636 -0.015 -1.987 0.00
H 3.241 1.340 -2.865 0.01
H 3.864 -0.045 -3.623 0.00
H 1.280 0.583 -2.429 0.05
H 1.772 -1.716 -1.608 0.01
H 1.878 -2.272 -3.284 0.00
H -0.349 -2.696 -2.532 0.00
H -0.494 -1.135 -0.707 0.02
H -1.779 -1.037 -1.677 -0.01
H -1.732 -1.251 -4.063 0.00
H -0.339 -2.002 -4.799 0.00
H -0.405 0.207 -5.647 0.00
H -1.736 1.173 -3.987 0.00
H 0.606 2.624 -4.595 0.08
H 1.814 1.075 -4.880 0.02
H 1.793 -0.661 -5.145 0.00
Se 1.977 4.216 -5.901 0.92
N -0.386 2.451 -4.528 -0.02
C -1.187 3.579 -4.314 0.05
C -2.453 3.519 -3.760 -0.08
C -3.206 4.675 -3.583 0.15
C -2.693 5.907 -3.973 -0.07
C -1.442 5.975 -4.549 0.11
C -0.662 4.818 -4.734 0.11
N 0.538 4.920 -5.336 0.80
H -2.878 2.568 -3.450 0.00
H -4.194 4.612 -3.147 0.01
H -3.280 6.805 -3.846 0.00
H -1.034 6.916 -4.894 -0.01
N -0.032 3.108 5.084 0.00
C -0.186 1.892 4.538 0.00
O -0.277 0.844 5.144 0.00
C -0.226 1.817 3.031 0.00
C 0.950 1.705 2.305 -0.01
C 0.877 1.462 0.950 0.02
N -0.291 1.339 0.303 -0.04
C -1.428 1.467 1.007 0.00
C -1.437 1.700 2.362 0.00
H 0.010 3.189 6.089 0.00
H 0.009 3.949 4.535 0.00
H 1.916 1.779 2.788 0.00
H 1.777 1.357 0.357 -0.01
H -2.356 1.366 0.456 0.01
H -2.378 1.771 2.893 0.00
C 3.121 -4.215 5.198 0.00
C 3.401 -5.245 4.109 0.00
C 2.275 -5.344 3.089 0.00
N 2.156 -4.090 2.306 0.01
C 1.146 -3.271 2.226 -0.11
S 1.190 -1.877 1.203 0.85
N 0.024 -3.480 2.977 -0.01
C -1.106 -2.680 2.821 0.00
O -1.028 -1.724 2.034 0.23
C -2.290 -3.013 3.588 0.03
C -2.538 -4.322 4.016 0.00
C -3.699 -4.603 4.708 0.00
C -4.608 -3.585 4.981 0.00
C -4.361 -2.282 4.559 0.00
C -3.209 -1.995 3.855 0.00
H 3.945 -4.172 5.908 0.00
H 2.221 -4.474 5.762 0.00
H 2.995 -3.209 4.788 0.00
H 3.526 -6.236 4.548 0.00
H 4.333 -5.010 3.588 0.00
H 1.330 -5.556 3.587 0.00
H 2.456 -6.144 2.372 0.00
H 2.988 -3.826 1.794 0.00
H 0.018 -4.190 3.695 0.00
H -1.866 -5.140 3.780 0.00
H -3.903 -5.614 5.032 0.00
H -5.517 -3.811 5.522 0.00
H -5.071 -1.497 4.779 0.00
H -2.995 -0.986 3.529 0.00
Cl 2.235 4.691 0.291 0.00
C 1.666 4.870 -1.401 0.01
Cl 2.916 5.517 -2.428 0.00
C 1.223 3.484 -1.839 -0.01
O -0.022 3.253 -1.671 0.03
O 2.043 2.646 -2.226 0.00
H 0.821 5.548 -1.378 0.00

***

2:
90
Properties=species:S:1:pos:R:3:mulliken_spin:R:1 method="wB97M-V/def2-TZVPD" lumo_ev="-8.07 / -9.32" spin_multiplicity=5 e_homo_ha="-0.583 / -0.583" s2=6.01 charge=+3 gap_ev="7.8 / 6.6"
Rh 0.408 1.253 -1.487 2.56
N -3.134 1.590 -1.654 0.00
C -3.415 3.070 -1.779 0.00
C -3.099 3.752 -0.453 0.00
C -1.611 3.942 -0.174 -0.03
N -0.928 2.646 0.121 0.08
C -0.933 4.667 -1.334 0.05
C -1.154 4.041 -2.711 -0.03
N -0.177 2.935 -2.953 0.12
C -2.624 3.652 -2.953 0.00
H -3.552 1.180 -0.818 0.00
H -2.114 1.477 -1.629 0.01
H -3.449 1.055 -2.465 0.00
H -4.480 3.150 -1.988 0.00
H -3.584 3.222 0.375 0.00
H -3.561 4.740 -0.480 0.00
H -1.535 4.580 0.709 0.00
H -1.470 2.127 0.809 0.00
H -0.072 2.866 0.626 -0.01
H 0.140 4.770 -1.145 -0.01
H -1.328 5.686 -1.357 0.00
H -0.938 4.810 -3.455 0.00
H 0.719 3.361 -3.175 0.00
H -0.435 2.420 -3.793 -0.01
H -2.709 3.002 -3.831 0.00
H -3.143 4.571 -3.229 0.00
Se 2.145 -0.979 0.592 0.00
N 1.717 0.732 0.232 0.06
C 2.435 1.503 1.042 -0.03
C 2.470 2.932 1.035 0.03
C 3.262 3.565 1.937 0.01
C 4.067 2.850 2.890 0.00
C 4.088 1.500 2.916 0.00
C 3.275 0.782 1.975 0.00
N 3.243 -0.531 1.880 0.01
H 1.917 3.497 0.292 0.00
H 3.311 4.646 1.937 0.00
H 4.679 3.416 3.578 0.00
H 4.705 0.943 3.607 0.00
N 5.804 -0.377 -6.216 0.00
C 5.831 0.008 -4.921 0.00
O 6.827 0.057 -4.237 0.00
C 4.500 0.353 -4.280 0.00
C 3.273 -0.174 -4.661 0.00
C 2.149 0.148 -3.921 -0.02
N 2.188 0.957 -2.856 0.10
C 3.373 1.477 -2.504 0.00
C 4.542 1.197 -3.177 0.01
H 6.692 -0.561 -6.658 0.00
H 5.018 -0.198 -6.814 0.00
H 3.180 -0.854 -5.497 0.00
H 1.182 -0.261 -4.185 0.00
H 3.381 2.127 -1.636 0.00
H 5.492 1.601 -2.854 0.00
C 1.092 -4.407 2.678 0.00
C 0.879 -4.896 1.252 0.00
C -0.508 -4.616 0.691 0.00
N -0.792 -3.172 0.584 -0.01
C -1.411 -2.424 1.461 -0.07
S -1.616 -0.741 1.208 0.78
N -1.895 -2.953 2.610 0.00
C -2.559 -2.142 3.526 0.03
O -2.687 -0.952 3.230 0.21
C -3.052 -2.740 4.760 0.03
C -3.184 -4.126 4.906 0.00
C -3.656 -4.647 6.095 0.00
C -3.992 -3.790 7.138 0.00
C -3.869 -2.413 6.994 0.00
C -3.406 -1.883 5.805 0.00
H 2.098 -4.650 3.018 0.00
H 0.403 -4.890 3.377 0.00
H 0.978 -3.322 2.767 0.00
H 1.032 -5.976 1.199 0.00
H 1.622 -4.452 0.583 0.00
H -1.296 -5.089 1.279 0.00
H -0.601 -5.012 -0.319 0.00
H -0.446 -2.697 -0.246 -0.02
H -1.675 -3.904 2.861 0.00
H -2.966 -4.811 4.094 0.00
H -3.771 -5.716 6.211 0.00
H -4.358 -4.201 8.069 0.00
H -4.135 -1.757 7.811 0.00
H -3.302 -0.814 5.680 0.00
Cl -0.820 -3.656 -2.828 0.00
C -1.655 -2.121 -2.949 -0.01
Cl -3.178 -2.114 -2.011 0.00
C -0.835 -0.954 -2.415 -0.01
O 0.070 -1.121 -1.570 0.09
O -1.156 0.194 -2.838 0.09
H -1.921 -1.954 -3.986 0.00

***

How do the energies compare? Relative to the most stable structure, in hartree: 1 0.0679; 2 0.0000.

***

1:
12
Properties=species:S:1:pos:R:3:mulliken_charge:R:1 method="wB97M-V/def2-TZVPD" lumo_ev=-4.37 e_homo_ha=-0.393 gap_ev=6.3
C 0.738 -2.215 -1.974 -0.41
C 1.806 -2.368 -2.473 0.12
C -1.771 -2.278 1.344 0.15
C -1.090 -1.042 1.136 -0.49
C -0.323 -0.774 0.069 0.46
C 0.341 0.471 -0.442 -1.14
N -2.478 -3.085 1.764 -0.40
H -1.431 -0.380 1.818 0.41
H -0.110 -1.630 -0.583 0.29
H -0.126 0.663 -1.416 0.33
H 1.394 0.412 -0.608 0.35
H 0.160 1.273 0.307 0.32

***

2:
12
Properties=species:S:1:pos:R:3:mulliken_charge:R:1 method="wB97M-V/def2-TZVPD" smiles=C#C[C@@H]1N[C@@H]1C#C lumo_ev=1.02 e_homo_ha=-0.342 gap_ev=10.3
C -2.482 0.761 0.403 0.38
C -1.635 -0.003 0.004 -0.70
C -0.632 -0.943 -0.491 -0.25
N 0.276 -1.607 0.444 -0.60
C 0.837 -0.592 -0.459 -0.04
C 1.345 0.694 0.027 -0.65
C 2.085 1.633 0.197 0.03
H -3.229 1.443 0.757 0.40
H -0.974 -1.580 -1.309 0.33
H 0.142 -1.238 1.385 0.30
H 1.448 -0.972 -1.258 0.36
H 2.819 2.403 0.298 0.45

***

How do the energies compare? Relative to the most stable structure, in hartree: 1 0.2025; 2 0.0000.

***

1:
18
Properties=species:S:1:pos:R:3:mulliken_charge:R:1 method="wB97M-V/def2-TZVPD" lumo_ev=-3.32 e_homo_ha=-0.499 charge=+1 gap_ev=10.3
C 0.827 0.095 -0.385 -0.53
C -0.118 0.980 0.380 -0.33
C -1.029 1.818 -0.657 -0.65
O -1.087 1.201 -1.901 -0.49
N 1.706 -0.697 0.490 -0.12
H 0.328 -0.799 -0.878 0.25
H 1.344 0.586 -1.233 0.39
H 0.212 1.715 1.087 0.40
H -0.972 0.403 0.807 0.15
H -0.634 2.834 -0.955 0.28
H -2.070 2.095 -0.269 0.42
H -1.951 1.440 -2.215 0.33
H 2.549 -1.017 0.134 0.33
H 2.140 -0.147 1.183 0.34
H 1.206 -1.408 0.978 0.24
H -0.452 -3.587 1.299 0.34
H -1.081 -2.340 1.944 0.33
O -0.244 -2.732 1.734 -0.69

***

2:
18
Properties=species:S:1:pos:R:3:mulliken_charge:R:1 method="wB97M-V/def2-TZVPD" lumo_ev=-4.15 e_homo_ha=-0.565 charge=+1 gap_ev=11.2
C 0.747 1.387 1.328 -0.90
C 1.326 0.314 0.407 -0.56
C -0.548 -1.070 -0.348 -0.19
N 0.276 -0.139 -0.539 0.06
H 0.372 2.210 0.714 0.34
H -0.043 0.964 1.928 0.24
H 1.577 1.836 1.882 0.35
H 2.151 0.724 -0.175 0.37
H 1.662 -0.569 0.937 0.36
H -1.253 -1.269 -1.154 0.31
H -0.719 -1.693 0.511 0.31
H 0.316 0.288 -1.457 0.33
H 0.351 -1.543 -3.803 0.30
H 0.752 -0.132 -3.907 0.30
O 0.312 -0.728 -3.280 -0.61
H -1.821 -0.337 2.745 0.32
H -3.138 0.056 2.300 0.31
O -2.320 -0.299 1.912 -0.62

***

How do the energies compare? Relative to the most stable structure, in hartree: 1 0.0243; 2 0.0000.

***

1:
18
Properties=species:S:1:pos:R:3:mulliken_charge:R:1 method="wB97M-V/def2-TZVPD" lumo_ev=-3.20 e_homo_ha=-0.531 charge=+1 gap_ev=11.3
C -2.333 0.258 -0.446 -1.11
C -1.061 -0.526 -0.627 0.74
C -0.947 -1.839 -0.752 -0.97
N 0.196 0.219 -0.327 -0.14
H -2.128 0.997 0.333 0.31
H -3.163 -0.388 -0.186 0.38
H -2.537 0.836 -1.347 0.30
H -0.004 -2.295 -1.003 0.28
H -1.826 -2.458 -0.865 0.30
H 0.454 0.659 -1.183 0.38
H 0.170 0.989 0.342 0.24
H 0.937 -0.488 -0.114 0.31
H 3.175 -0.670 0.594 0.32
H 3.065 -1.781 -0.333 0.33
O 2.615 -0.940 -0.146 -0.68
H 1.305 2.480 2.772 0.34
H 0.700 2.740 1.437 0.32
O 1.382 2.206 1.852 -0.66

***

2:
18
Properties=species:S:1:pos:R:3:mulliken_charge:R:1 method="wB97M-V/def2-TZVPD" lumo_ev=-3.16 e_homo_ha=-0.525 charge=+1 gap_ev=11.1
C -2.017 -0.644 1.827 -1.19
C -0.843 -0.486 0.920 0.01
C 0.264 -1.194 1.128 -0.32
N 1.251 -1.470 0.061 -0.17
H -2.791 -1.141 1.235 0.31
H -2.409 0.338 2.097 0.33
H -1.769 -1.251 2.688 0.35
H -0.924 0.287 0.160 0.35
H 0.316 -1.860 1.980 0.33
H 2.180 -1.249 0.424 0.35
H 1.116 -0.902 -0.791 0.28
H 1.227 -2.465 -0.148 0.39
H 1.189 1.241 -1.799 0.36
H 2.695 1.001 -1.808 0.32
O 1.852 0.537 -1.714 -0.68
H -0.461 2.887 -2.826 0.33
H -0.719 3.521 -1.522 0.32
O -0.158 2.850 -1.912 -0.67

***

How do the energies compare? Relative to the most stable structure, in hartree: 1 0.0054; 2 0.0000.